No. 1
C16H26Br6ClFKMgN3NaO17PS6 as an isolated structure at a distorted geometry, computed with the ωB97M-V functional and the def2-TZVPD basis.

Last column: Löwdin charge in e.
CARTESIAN COORDINATES (ANGSTROEM)
N1 -2.332 -1.640 2.526  0.21
C1 -1.498 -0.877 2.634  -0.17
C2 -0.370 0.146 2.364  -0.30
C3 0.047 0.196 0.854  -0.09
C4 -0.062 -1.165 0.096  -0.34
C5 0.164 -0.952 -1.465  -0.22
C6 1.462 -0.146 -1.799  -0.33
S1 1.044 1.482 -2.581  0.68
O1 0.918 2.458 -1.516  -0.28
O2 -0.198 1.441 -3.380  -0.64
O3 2.303 1.833 -3.639  -0.17
C7 -1.030 1.540 2.718  -0.21
O4 -0.317 2.630 2.124  -0.16
N2 -0.937 3.860 2.462  0.03
O5 -0.290 4.743 2.095  0.08
C8 0.811 -0.215 3.373  -0.46
C9 0.150 -0.903 4.589  -0.29
N3 -0.324 -1.398 5.494  0.20
C10 1.858 -1.260 2.823  -0.18
C11 3.010 -0.663 1.935  -0.30
C12 4.443 -0.947 2.548  -0.55
S2 5.644 0.184 1.727  0.67
P1 1.741 1.273 4.080  0.46
S3 0.896 1.923 5.722  0.19
H1 -0.665 0.895 0.345  0.15
H2 1.044 0.673 0.719  0.11
H3 -1.104 -1.638 0.168  -0.07
H4 0.685 -1.943 0.398  0.02
H5 0.301 -1.986 -1.882  0.04
H6 -0.756 -0.540 -1.954  0.11
H7 2.173 -0.018 -0.911  0.10
H8 2.057 -0.739 -2.607  -0.14
H9 2.543 2.757 -3.416  0.10
H10 -1.228 1.653 3.805  0.10
H11 -2.031 1.507 2.238  0.11
H12 1.333 -2.121 2.342  0.11
H13 2.352 -1.705 3.725  0.12
H14 2.886 0.403 1.654  0.07
H15 2.999 -1.244 0.975  0.09
H16 4.459 -0.807 3.650  0.06
H17 4.741 -1.998 2.327  0.08
H18 5.147 1.454 1.806  -0.13
H19 3.041 0.816 4.465  -0.01
H20 1.895 2.335 3.152  0.01
Mg1 -0.973 -3.282 -0.133  0.50
F1 -0.342 7.125 1.696  -0.62
C13 -5.033 -0.426 5.422  -0.17
C14 -4.760 0.598 6.505  -0.17
O6 -4.109 1.678 5.830  -0.18
S4 -4.676 1.784 4.327  0.64
O7 -5.683 2.781 4.289  -0.20
O8 -3.563 1.772 3.430  -0.25
O9 -5.394 0.338 4.269  -0.19
H21 -4.132 -1.001 5.182  0.12
H22 -5.835 -1.110 5.692  0.13
H23 -4.129 0.203 7.300  0.14
H24 -5.689 0.979 6.935  0.09
Cl1 -2.348 1.344 -3.696  -0.17
K1 3.470 -1.088 -2.780  0.95
O10 4.343 -0.639 -7.276  -0.62
S5 5.587 0.181 -7.072  0.16
O11 6.702 -0.421 -7.836  -0.44
O12 5.922 0.181 -5.620  -0.48
O13 5.351 1.564 -7.530  -0.42
C15 3.358 -4.188 -6.800  -1.56
Br1 2.102 -5.024 -5.585  0.56
Br2 2.570 -2.687 -7.754  0.72
Br3 4.948 -3.596 -5.927  0.70
H25 3.638 -4.937 -7.532  -0.03
Na1 0.676 -2.914 -9.595  0.56
C16 -1.386 -3.921 -14.115  -1.63
Br4 -3.160 -4.210 -13.409  0.58
Br5 -0.570 -2.333 -13.370  0.58
Br6 -0.260 -5.475 -13.889  0.57
H26 -1.490 -3.753 -15.180  -0.03
O14 -5.440 4.204 7.395  -0.20
S6 -6.851 3.807 7.531  0.26
O15 -7.596 4.251 6.342  -0.20
O16 -7.432 4.434 8.727  -0.25
O17 -6.936 2.341 7.653  -0.29

Values from the calculation:
LUMO level (Eh): -0.064
Strongest force on any atom (eV/A): 9.9
Highest occupied orbital energy (Eh): -0.0989
Frontier orbital gap (eV): 0.94
Charge: -2


No. 2
C3H4LiO3Ru as an isolated structure at a distorted geometry, computed with the ωB97M-V functional and the def2-TZVPD basis.

Last column: Löwdin spin population.
CARTESIAN COORDINATES (ANGSTROEM)
C1 0.789 0.644 -0.848  0.08
C2 -0.203 0.126 0.167  0.01
O1 -0.021 -1.293 0.297  0.05
C3 -0.791 -1.972 1.114  0.20
O2 -1.696 -1.369 1.761  0.33
O3 1.418 1.731 -0.538  0.50
H1 1.407 -0.170 -1.282  0.03
H2 -1.230 0.349 -0.158  0.00
H3 -0.041 0.622 1.136  0.00
Ru1 -1.771 -3.257 2.226  3.41
Li1 1.658 3.206 -1.594  0.02
H4 0.479 1.384 -2.281  0.38

Values from the calculation:
ΔE to the lowest compared entry with this formula, charge and spin (kcal/mol): 55.4
<S²>: 8.78
Multiplicity: 6
LUMO level (spin up / spin down) (Eh): -0.306 / -0.362
Strongest force on any atom (eV/A): 5.0
Highest occupied orbital energy (spin up / spin down) (Eh): -0.6060 / -0.6611
Frontier orbital gap (spin up / spin down) (eV): 8.15 / 8.15
Charge: +2


No. 3
An isolated ion of composition C4H9N4O and charge +1 at a distorted geometry, computed with the ωB97M-V functional and the def2-TZVPD basis.

Last column: Löwdin charge in e.
CARTESIAN COORDINATES (ANGSTROEM)
C1 -0.538 -1.569 -1.357  0.25
N1 -0.562 -1.690 -0.071  0.11
C2 -0.003 -0.632 0.685  -0.29
N2 1.320 -0.499 0.346  0.13
C3 1.749 0.653 -0.195  -0.40
O1 2.885 1.051 -0.514  0.10
C4 0.433 1.496 -0.444  0.00
N3 -0.651 0.632 0.086  -0.16
N4 -1.564 1.194 0.960  0.06
H1 -0.902 -2.242 -2.099  0.13
H2 0.063 -0.720 -1.589  0.10
H3 -1.191 -2.444 0.334  0.22
H4 -0.238 -0.678 1.753  0.18
H5 2.139 -0.944 0.696  0.18
H6 0.532 2.408 0.072  0.12
H7 0.269 1.533 -1.464  0.10
H8 -1.244 1.611 1.747  0.06
H9 -2.498 0.840 1.056  0.10

Values from the calculation:
ΔE to the lowest compared entry with this formula, charge and spin (kcal/mol): 79.5
LUMO level (Eh): -0.207
Structure (SMILES): C=[NH+][C@H]1NC(=O)CN1N
Strongest force on any atom (eV/A): 5.5
Highest occupied orbital energy (Eh): -0.4937
Frontier orbital gap (eV): 7.81
Charge: +1


> What is the charge in the first record?

-2


> Among the records above, which one has the highest strongest force on any atom?

C16H26Br6ClFKMgN3NaO17PS6


> What is the charge in the first record?

-2